(1)
Computed, not measured: one molecule with the formula C6H8, with ωB97M-V/def2-TZVPD.

* SMILES: C1=C[C@H]2C[C@H]2C1
* net charge: 0
* 2S+1: 1
* energy relative to the best compared isomer or geometry (same formula, charge and spin): 15.4 kcal/mol

Last column: Löwdin charge in e.
CARTESIAN COORDINATES (ANGSTROEM)
C 1.180 -0.193 0.840  -0.10
C -0.665 -0.891 -0.402  -0.22
C 1.072 0.827 -0.276  -0.16
C 0.353 -1.224 0.644  -0.08
C -1.434 0.326 0.091  -0.08
C -0.285 0.498 -0.858  -0.25
H -1.094 -1.638 -1.066  0.13
H 1.172 1.873 0.030  0.11
H 1.777 -0.031 1.730  0.10
H 1.865 0.625 -1.014  0.11
H -0.544 0.816 -1.863  0.13
H 0.296 -2.114 1.264  0.10
H -1.279 0.514 1.151  0.11
H -2.414 0.613 -0.270  0.10



(2)
Computed, not measured: C30H85CrCuN5O14P as an isolated structure at a distorted geometry, with ωB97M-V/def2-TZVPD.

* net charge: 0
* 2S+1: 5
* energy relative to the best compared isomer or geometry (same formula, charge and spin): 59.6 kcal/mol

Last column: Löwdin charge in e.
CARTESIAN COORDINATES (ANGSTROEM)
Cu 0.227 -2.118 -1.120  0.35
Cr 0.522 2.529 -0.546  0.74
P 0.447 0.259 0.129  0.11
O 3.024 1.508 2.548  -0.07
O -5.903 -1.495 -1.281  -0.18
O 1.093 -1.268 -3.070  -0.12
O -0.503 1.270 0.801  -0.34
O -2.449 1.803 5.119  -0.16
O 0.161 0.515 -1.346  -0.36
O 0.571 -1.178 0.747  -0.31
O -0.200 4.241 0.882  -0.27
O 1.650 -6.802 -2.653  -0.21
O 1.755 1.102 0.110  -0.40
O -1.990 -1.420 1.271  -0.14
O 1.025 -3.665 2.431  -0.09
O 3.623 -0.204 -1.151  -0.13
O 1.271 2.705 -2.638  -0.30
N -1.124 3.597 -1.748  0.05
N -2.146 -1.129 -1.610  0.05
N -3.021 1.273 1.545  0.05
N 0.479 -4.336 -1.592  0.06
N 2.354 3.823 -0.226  0.04
C 2.493 0.975 3.699  -0.32
C -3.507 -0.199 -3.454  -0.02
C 2.530 2.296 -3.134  -0.03
C -4.442 -1.683 -1.259  -0.13
C 1.914 -3.283 3.464  -0.32
C 1.084 -0.851 -4.465  -0.27
C 1.935 -4.535 -1.762  -0.33
C -4.728 1.332 3.161  -0.05
C 5.460 0.768 0.004  -0.06
C 2.031 5.135 0.283  -0.38
C -1.858 3.099 5.272  -0.10
C -1.273 4.077 1.777  -0.09
C 1.832 -8.256 -2.453  -0.05
C 0.033 -1.631 -5.179  -0.08
C 0.455 3.312 -3.552  -0.19
C -3.511 -0.606 -1.898  -0.32
C -2.104 3.464 -3.946  -0.05
C -2.212 1.207 3.900  -0.21
C -3.552 -3.040 2.107  -0.05
C 4.660 -0.518 -0.243  -0.29
C -6.617 -2.435 -0.588  -0.17
C 2.701 -3.881 -0.558  -0.06
C 3.576 1.010 4.862  -0.06
C 1.598 6.069 -0.763  -0.06
C -2.153 -2.360 2.245  -0.31
C -0.981 2.917 -3.067  -0.36
C 3.254 -2.732 3.036  -0.07
C 2.346 -6.082 -1.657  -0.22
C 0.851 5.081 1.372  -0.12
C -3.269 1.742 2.882  -0.43
H -4.401 -2.356 2.139  0.06
H 0.566 4.396 -3.551  0.13
H 3.258 3.856 -0.676  0.11
H -3.819 -3.758 2.883  0.07
H 0.955 -2.885 1.875  0.02
H -6.261 -2.718 0.403  0.07
H -2.006 -1.071 -0.612  0.02
H 3.953 -3.522 2.760  0.08
H 0.688 5.726 -1.255  0.07
H -1.572 -0.356 -1.915  0.03
H -1.160 1.250 3.619  0.11
H 3.179 0.439 5.702  0.06
H -0.043 -1.282 -6.209  0.08
H 6.063 0.943 -0.887  0.07
H 2.454 -2.846 -0.324  0.04
H 2.236 -4.107 -2.718  0.14
H -2.361 2.759 -4.736  0.08
H -1.984 3.442 6.298  0.08
H 2.305 -4.343 0.346  0.06
H 2.013 -1.059 -4.996  0.11
H 3.072 -2.077 2.184  0.05
H 0.896 -0.518 -2.504  0.00
H -0.949 1.832 -2.964  0.12
H -0.925 3.283 2.439  0.08
H -3.065 0.763 -3.711  0.04
H 2.395 6.262 -1.481  0.09
H 3.765 2.020 5.226  0.06
H 2.492 1.073 1.877  0.03
H 1.364 7.065 -0.387  0.09
H 3.204 1.752 -2.471  0.09
H -0.769 3.090 5.224  0.08
H -5.067 1.824 4.072  0.07
H -4.844 0.256 3.290  0.07
H 2.172 -6.444 -0.644  0.12
H -4.512 -0.147 -3.872  0.06
H -2.330 3.945 4.773  0.08
H 2.360 -0.091 3.515  0.08
H 1.885 -4.024 4.263  0.11
H 0.114 -2.695 -4.955  0.08
H -7.654 -2.106 -0.521  0.09
H -3.070 3.605 -3.460  0.08
H -1.136 -0.982 1.316  0.02
H 4.846 1.603 0.342  0.05
H 4.128 -1.136 0.481  0.09
H -4.193 -1.739 -0.200  0.08
H 2.930 0.230 -0.648  -0.01
H 3.428 -6.087 -1.789  0.12
H 6.133 0.728 0.860  0.07
H 0.864 0.215 -4.419  0.10
H 2.891 -8.429 -2.647  0.08
H 3.779 -2.148 3.792  0.07
H -3.615 0.322 -1.337  0.12
H -1.551 4.961 2.351  0.10
H 1.123 4.706 2.359  0.13
H -0.902 -1.280 -4.743  0.05
H -6.647 -3.392 -1.110  0.08
H 1.331 -8.928 -3.150  0.08
H -4.236 -2.713 -1.549  0.12
H -1.884 4.470 -4.304  0.08
H 3.788 -3.947 -0.518  0.09
H 1.490 1.230 4.040  0.10
H -3.150 2.822 2.968  0.10
H 5.259 -1.250 -0.784  0.10
H 2.669 3.214 0.515  0.08
H -3.526 -3.574 1.158  0.07
H -1.204 4.582 -1.958  0.09
H 0.551 2.866 -4.542  0.13
H 2.334 1.779 -4.073  0.09
H 2.929 5.530 0.758  0.14
H -1.911 -2.020 3.253  0.10
H -1.312 -3.037 2.093  0.09
H -5.340 1.607 2.302  0.07
H -2.158 3.723 1.249  0.09
H 0.512 6.099 1.559  0.12
H 0.087 -4.587 -2.489  0.09
H 2.957 3.288 -3.279  0.10
H 0.117 -5.023 -0.947  0.10
H -2.085 3.346 -1.564  0.10
H 1.362 -2.520 4.013  0.10
H -2.409 0.135 3.931  0.11
H -3.099 0.266 1.572  0.05
H -2.058 1.429 1.283  -0.01
H 1.573 -8.336 -1.398  0.08
H 4.461 0.450 4.561  0.06
H -3.135 -1.047 -4.029  0.06



(3)
Computed, not measured: C3HFO2Pd as an isolated structure at a distorted geometry, with ωB97M-V/def2-TZVPD.

* net charge: 0
* 2S+1: 3
* electronic energy: -492.89432 a.u.

Last column: Löwdin charge in e.
CARTESIAN COORDINATES (ANGSTROEM)
Pd 2.466 0.130 0.513  0.36
F -1.038 1.906 0.193  0.15
O -0.109 -1.406 -0.319  -0.10
O 0.088 0.263 1.257  -0.15
C -0.402 0.755 0.125  -0.47
C 0.227 -1.387 0.963  0.12
C -0.436 -0.160 -0.856  -0.05
H -0.795 -0.101 -1.876  0.14



(4)
Computed, not measured: a 7-piece molecular cluster, C22H56Cl10N6O2P2 overall at a distorted geometry, with ωB97M-V/def2-TZVPD.

* SMILES: CN(C)P(=O)(N(C)C)N(C)C.CN(C)P(=O)(N(C)C)N(C)C.ClCCCl.ClCCCl.ClCCCl.ClCCCl.ClCCCl
* net charge: 0
* 2S+1: 1
* electronic energy: -6635.50097 a.u.

Last column: Löwdin charge in e.
CARTESIAN COORDINATES (ANGSTROEM)
Cl -2.961 6.624 0.523  0.56
Cl 1.699 5.952 -3.399  0.50
Cl 0.492 1.699 -4.419  0.60
Cl -2.121 4.084 6.089  0.53
Cl -2.890 6.459 3.736  0.51
Cl 1.920 5.660 -0.221  0.56
Cl 0.197 -2.611 -4.371  0.56
Cl -0.574 2.351 3.608  0.52
Cl -2.806 1.940 0.821  0.52
Cl -1.676 1.113 -1.896  0.60
P -2.543 -3.371 -0.777  0.60
P 3.744 0.596 -0.428  0.61
O -1.586 -2.344 -1.110  -0.27
O 2.562 1.078 -1.181  -0.30
N 3.325 -0.235 1.036  -0.30
N 4.731 1.893 0.027  -0.31
N -3.007 -3.281 0.919  -0.30
N -1.977 -4.985 -1.057  -0.28
N 4.893 -0.366 -1.323  -0.30
N -3.989 -3.306 -1.711  -0.28
C 5.216 -0.148 -2.761  -0.10
C -1.477 2.482 6.457  -0.64
C -0.239 -0.906 -4.061  -0.68
C -1.682 0.510 0.772  -0.60
C -0.775 0.620 -0.470  -0.64
C 0.961 4.500 -1.103  -0.69
C -4.415 -2.027 -2.261  -0.12
C -0.386 1.926 5.382  -0.57
C 5.975 -1.089 -0.703  -0.16
C 0.515 4.920 -2.502  -0.62
C -2.577 -6.177 -0.360  -0.10
C -3.727 5.302 1.418  -0.71
C 5.753 1.704 1.063  -0.12
C 4.995 3.027 -0.891  -0.09
C 0.900 0.005 -4.422  -0.70
C -1.899 -3.231 1.940  -0.10
C 2.531 0.596 2.002  -0.11
C -0.587 -5.249 -1.458  -0.12
C 2.905 -1.674 1.030  -0.09
C -4.216 5.842 2.660  -0.67
C -5.082 -4.300 -1.672  -0.12
C -4.315 -3.570 1.511  -0.11
H -0.346 -4.997 -2.491  0.05
H 1.224 -0.041 -5.462  0.05
H -4.773 5.173 3.316  0.07
H 2.995 -2.113 2.024  0.08
H -4.277 -4.651 1.651  0.07
H -4.505 -3.086 2.469  0.08
H 6.137 -2.027 -1.232  0.08
H -5.139 -4.956 -0.804  0.05
H -0.001 1.378 -0.355  0.05
H -1.611 -4.216 2.308  0.07
H -0.340 -6.309 -1.403  0.08
H 1.578 3.607 -1.207  0.04
H -0.548 -0.741 -3.029  -0.01
H -2.342 1.838 6.302  0.05
H -0.408 5.492 -2.403  0.06
H -5.036 -5.091 -2.421  0.08
H 4.642 0.669 -3.198  0.07
H 6.278 0.061 -2.888  0.08
H -4.563 -1.977 -3.340  0.09
H 5.698 2.534 1.768  0.08
H 1.774 -0.230 -3.815  0.06
H 6.741 1.602 0.614  0.07
H 3.404 -2.162 0.193  0.07
H -4.990 6.565 2.400  0.08
H -0.386 -0.378 -0.673  0.04
H -3.629 -1.298 -2.065  0.05
H 5.135 3.965 -0.353  0.08
H 4.869 -1.013 -3.326  0.08
H 5.890 2.880 -1.495  0.07
H -2.640 -7.090 -0.951  0.08
H 5.492 0.788 1.593  0.06
H -0.147 0.873 5.535  0.07
H 2.794 0.439 3.048  0.08
H 1.478 0.455 1.760  0.05
H 1.843 -1.740 0.795  0.06
H -1.149 0.475 1.722  0.01
H 5.570 -1.405 0.258  0.06
H -0.975 -2.779 1.578  0.06
H 2.668 1.665 1.833  0.07
H -5.289 -1.657 -1.725  0.08
H 4.146 3.183 -1.558  0.07
H -5.029 -3.248 0.754  0.07
H -2.054 -6.404 0.569  0.08
H 0.428 2.558 5.736  0.05
H -1.094 -0.671 -4.695  0.07
H -3.609 -5.916 -0.123  0.03
H -2.938 4.570 1.590  0.02
H -4.507 4.840 0.814  0.09
H -0.969 2.375 7.415  0.07
H -2.289 -0.395 0.779  0.05
H -2.332 -2.634 2.742  0.07
H -6.008 -3.791 -1.940  0.08
H 0.055 -4.690 -0.777  0.07
H 0.216 4.152 -3.216  0.01
H 0.132 4.133 -0.497  0.07
H 6.927 -0.578 -0.559  0.08



(5)
Computed, not measured: C29H44N4OPPtS as an isolated structure at a distorted geometry, with ωB97M-V/def2-TZVPD.

* net charge: +1
* 2S+1: 1
* electronic energy: -2284.32812 a.u.

Last column: Löwdin charge in e.
CARTESIAN COORDINATES (ANGSTROEM)
Pt -0.168 -1.111 -0.016  0.81
S -0.196 -3.613 1.557  0.77
P 2.094 -0.885 -0.267  0.94
O -1.730 0.748 1.668  -0.19
N 0.068 1.159 -0.206  -0.02
N -4.228 -1.252 0.750  -0.13
N -2.200 -1.496 -0.282  -0.12
N -1.978 -1.718 -2.550  0.18
C 2.603 -1.168 -2.032  -0.52
C -1.830 1.062 3.041  -0.06
C 2.366 -2.632 -2.389  -0.12
C 1.216 -4.757 1.441  -0.37
C -4.180 -1.404 -1.597  0.03
C -4.626 4.334 -0.131  -0.05
C 5.150 3.392 0.776  -0.06
C -4.872 -1.244 -0.435  -0.02
C -1.288 2.913 -1.225  -0.20
C -2.779 -1.528 -1.491  -0.36
C -0.267 3.172 -2.288  -0.02
C 2.654 3.552 0.737  -0.03
C -2.446 3.664 -1.160  -0.01
C 4.737 -1.914 0.360  -0.08
C 1.257 1.685 0.088  -0.32
C 3.667 1.438 0.225  -0.05
C -5.018 -1.148 1.956  -0.02
C -3.169 2.517 0.812  0.02
C 1.412 3.034 0.493  -0.01
C -3.390 3.490 -0.154  -0.26
C -1.315 -4.604 0.529  -0.38
C -2.028 1.736 0.768  -0.22
C -1.069 1.929 -0.249  -0.22
C 1.756 -0.251 -2.907  -0.12
C 3.274 -1.861 0.785  -0.52
C -2.877 -1.403 0.865  -0.10
C 3.072 -1.391 2.223  -0.11
C 3.807 2.777 0.571  -0.28
C 2.423 0.873 0.014  -0.29
H 0.546 3.775 -1.883  0.09
H -2.614 4.420 -1.912  0.12
H -5.036 4.438 0.872  0.08
H 4.833 -2.207 -0.684  0.07
H 2.877 -2.880 0.704  0.06
H 0.880 -5.743 1.747  0.05
H -0.928 -4.671 -0.485  0.04
H -2.739 1.620 3.279  0.08
H -2.326 -1.790 -3.489  0.12
H 3.570 -2.061 2.920  0.08
H -1.829 0.112 3.571  0.09
H 4.557 0.837 0.115  0.09
H 5.240 -0.964 0.506  0.07
H -5.813 -0.416 1.813  0.10
H -4.369 -0.849 2.774  0.09
H 1.985 -4.417 2.125  0.03
H 5.945 2.692 0.530  0.07
H 2.751 4.577 1.064  0.12
H 1.908 -0.472 -3.962  0.09
H 3.015 -3.290 -1.814  0.07
H 2.005 -1.369 2.460  0.06
H 5.255 4.281 0.153  0.08
H -3.888 2.387 1.608  0.11
H 1.587 -4.796 0.420  0.04
H -1.394 -5.596 0.964  0.04
H -4.412 5.326 -0.519  0.08
H 2.013 0.792 -2.728  0.07
H 3.472 -0.389 2.365  0.08
H 0.527 3.636 0.634  0.12
H 0.158 2.244 -2.663  0.07
H -5.472 -2.113 2.197  0.10
H 2.554 -2.805 -3.447  0.09
H 0.696 -0.386 -2.669  0.04
H 5.270 3.701 1.814  0.08
H -0.718 3.713 -3.114  0.08
H 1.328 -2.898 -2.173  0.05
H -4.674 -1.460 -2.551  0.12
H -5.944 -1.108 -0.414  0.14
H 3.659 -0.908 -2.155  0.12
H 5.254 -2.656 0.966  0.09
H -5.393 3.884 -0.762  0.08
H -0.986 -1.829 -2.351  0.06
H -2.283 -4.117 0.541  0.01
H -0.966 1.657 3.355  0.10



(6)
Computed, not measured: C31H38N6O8P2SSc as an isolated structure, with ωB97M-V/def2-TZVPD.

* net charge: +1
* 2S+1: 1
* energy relative to the best compared isomer or geometry (same formula, charge and spin): 0.0 kcal/mol

Last column: Löwdin charge in e.
CARTESIAN COORDINATES (ANGSTROEM)
Sc -0.800 -0.493 0.859  0.99
S 5.171 0.091 -6.488  1.03
P -1.442 -2.153 3.928  0.34
P 1.349 -1.641 3.329  0.50
O 2.828 -2.188 3.392  -0.05
O -1.621 -1.529 2.563  -0.38
O 1.322 -0.507 4.419  -0.07
O 0.315 -3.934 2.855  -0.06
O 5.963 2.200 -7.734  0.02
O 1.002 -1.104 1.986  -0.33
O -2.409 -3.445 3.945  -0.11
O -1.536 -1.339 5.158  -0.27
N -1.926 1.128 -0.667  -0.20
N 0.991 1.795 1.001  0.11
N -0.834 -3.126 -1.160  0.00
N -2.900 -1.271 0.023  0.05
N -0.551 -2.800 0.209  -0.11
N -1.844 1.217 2.074  0.04
C 5.239 1.854 -6.845  -0.73
C -4.928 -2.531 -1.393  -0.03
C 2.255 -0.271 -2.984  -0.25
C -3.222 -0.877 -1.213  -0.27
C -3.602 -2.274 0.568  -0.10
C -1.552 1.409 3.365  -0.10
C -2.752 2.007 1.499  -0.26
C 4.498 0.053 -3.817  -0.09
C 0.626 -3.525 5.240  -0.05
C 3.270 3.140 0.100  -0.05
C 3.619 -0.064 -2.755  -0.03
C 0.573 -0.476 -0.938  -0.09
C -1.125 2.191 -1.322  -0.16
C -2.435 0.277 -1.756  -0.13
C 2.208 1.527 1.481  -0.12
C -3.063 1.738 0.054  -0.11
C 4.034 -0.025 -5.128  -0.56
C 2.680 -0.242 -5.360  -0.09
C 4.397 2.796 -6.028  -0.05
C 1.797 -0.359 -4.300  -0.03
C 1.348 -0.389 -1.877  -0.12
C -3.407 3.010 2.200  0.00
C -2.155 2.385 4.132  -0.02
C -4.615 -2.928 -0.102  -0.03
C 2.013 3.461 -0.379  -0.01
C -3.105 3.199 3.536  -0.03
C 0.899 2.786 0.103  -0.27
C -4.228 -1.478 -1.952  0.00
C -0.464 3.194 -0.383  -0.09
C 3.366 2.164 1.074  -0.04
C 0.224 -2.944 3.887  -0.59
H -0.333 -4.621 3.058  0.11
H -4.455 -1.117 -2.946  0.12
H -0.308 -2.453 -1.712  0.04
H -1.887 2.493 5.173  0.12
H 3.342 2.533 -6.113  0.08
H 5.554 0.204 -3.636  0.11
H -0.815 0.747 3.798  0.09
H -4.135 3.632 1.696  0.12
H 1.886 4.243 -1.116  0.12
H -1.569 -0.095 -2.310  0.12
H 4.663 2.732 -4.973  0.08
H -0.059 -4.337 5.494  0.10
H 0.744 -0.529 -4.486  0.11
H -1.101 3.423 0.471  0.11
H -1.171 -3.350 0.794  0.07
H -3.914 1.056 0.024  0.14
H 0.553 -2.790 6.041  0.08
H 4.315 1.892 1.515  0.11
H 3.978 0.002 -1.737  0.11
H -1.797 2.734 -1.999  0.13
H -0.365 1.697 -1.925  0.11
H 4.149 3.656 -0.265  0.11
H 1.637 -3.929 5.201  0.09
H 3.081 -2.744 2.644  0.12
H -0.472 -4.049 -1.377  0.08
H -0.357 4.129 -0.934  0.12
H 2.265 0.759 2.234  0.08
H 4.565 3.803 -6.400  0.09
H 0.885 -0.720 5.258  0.10
H -3.054 0.860 -2.450  0.14
H -3.328 -2.542 1.578  0.09
H 0.400 -3.041 0.474  0.08
H -5.151 -3.730 0.385  0.11
H -2.839 -3.549 4.804  0.10
H 2.323 -0.320 -6.379  0.11
H -3.384 2.661 -0.441  0.14
H -5.715 -3.023 -1.948  0.12
H -3.602 3.974 4.105  0.12